Below is a 2-piece molecular cluster, C9H11NO2S overall, with properties calculated with ωB97M-V/def2-TZVPD.

Atoms and positions in Å:
C (3.270, -1.062, -0.717)
C (3.159, 0.239, -1.191)
C (2.358, -1.542, 0.211)
C (2.150, 1.068, -0.765)
C (1.288, -0.780, 0.618)
C (1.194, 0.514, 0.105)
C (0.009, 1.411, 0.381)
C (-3.128, -1.283, 0.230)
C (-1.315, 0.829, 0.484)
N (-2.360, 1.726, 0.550)
O (0.069, 2.629, 0.576)
O (-1.522, -0.447, -1.738)
S (-1.420, -0.827, -0.362)
H (3.841, -1.709, -1.352)
H (3.787, 0.566, -2.029)
H (2.096, -2.595, 0.433)
H (2.180, 2.062, -1.147)
H (0.591, -1.240, 1.285)
H (-3.911, -0.542, -0.137)
H (-3.028, -1.419, 1.263)
H (-3.237, -2.255, -0.318)
H (-0.970, 0.433, 2.054)
H (-3.057, 1.614, 1.224)
H (-2.045, 2.609, 0.344)

As for the HOMO energy (spin up / spin down): -6.320 / -9.218 eV. As for the energy above the lowest of the compared OMol25 structures with the same formula, charge and spin: 144.7 kJ/mol. The calculation puts the total energy at -952.71187 Ha. The multiplicity is 3. Its net charge is 0.

***

Below is C31H82FeO11 as an isolated structure, with properties calculated with ωB97M-V/def2-TZVPD.

Atoms and positions in Å:
Fe (1.236, -2.210, 1.519)
C (-2.057, -1.547, 4.437)
C (-0.639, -1.043, 4.149)
O (0.119, -1.573, 3.095)
H (-2.723, -0.865, 4.968)
H (-2.107, -2.539, 4.884)
H (-2.674, -1.666, 3.546)
H (-0.103, -1.003, 5.097)
H (-0.842, 0.015, 3.980)
C (-0.821, 0.996, 0.916)
C (0.193, 0.576, -0.154)
O (0.908, -0.592, 0.187)
H (-1.349, 1.927, 0.709)
H (-0.287, 1.133, 1.856)
H (-1.556, 0.216, 1.113)
H (0.826, 1.445, -0.336)
H (-0.424, 0.388, -1.033)
C (-0.205, 4.571, -0.883)
C (0.410, 5.092, -2.184)
C (1.044, 3.958, -3.079)
O (-0.648, 5.636, -2.929)
H (-1.038, 3.882, -1.021)
H (-0.557, 5.439, -0.326)
H (0.490, 4.026, -0.243)
H (1.174, 5.861, -2.070)
H (0.314, 3.327, -3.586)
H (1.770, 3.391, -2.497)
H (1.591, 4.293, -3.959)
H (-0.788, 6.549, -2.668)
C (1.699, -0.143, -4.054)
C (1.654, -1.566, -3.604)
C (2.324, -2.596, -4.451)
O (2.274, -1.550, -2.324)
H (1.275, 0.592, -3.369)
H (1.228, -0.086, -5.035)
H (2.738, 0.165, -4.172)
H (0.609, -1.842, -3.465)
H (1.802, -2.667, -5.406)
H (2.400, -3.568, -3.965)
H (3.354, -2.309, -4.663)
H (1.831, -0.912, -1.760)
C (-1.920, -2.886, -1.064)
C (-1.542, -2.932, 0.430)
C (-2.391, -3.884, 1.279)
O (-0.215, -3.376, 0.595)
H (-2.921, -2.495, -1.245)
H (-1.870, -3.864, -1.543)
H (-1.277, -2.208, -1.625)
H (-1.601, -1.929, 0.854)
H (-2.099, -3.955, 2.327)
H (-2.388, -4.907, 0.904)
H (-3.440, -3.593, 1.229)
H (-0.297, -4.258, 0.225)
C (4.975, -2.097, 3.494)
C (3.574, -1.468, 3.498)
C (3.541, -0.089, 4.082)
O (2.942, -1.339, 2.184)
H (5.296, -2.323, 4.511)
H (5.712, -1.439, 3.034)
H (4.887, -3.038, 2.950)
H (2.899, -2.139, 4.030)
H (2.494, 0.209, 4.154)
H (4.034, 0.630, 3.427)
H (4.018, -0.114, 5.062)
H (3.556, -0.740, 1.754)
C (-3.726, 2.173, -4.435)
C (-2.290, 1.583, -4.266)
C (-2.388, 0.108, -3.903)
O (-1.639, 1.631, -5.515)
H (-4.179, 1.851, -5.372)
H (-3.529, 3.242, -4.524)
H (-4.275, 2.021, -3.505)
H (-1.680, 2.112, -3.534)
H (-2.610, -0.001, -2.841)
H (-1.468, -0.425, -4.143)
H (-3.232, -0.416, -4.351)
H (-1.459, 2.549, -5.732)
C (-5.960, -1.143, 0.565)
C (-5.007, -0.036, 1.034)
C (-4.066, 0.543, 0.021)
O (-5.830, 0.992, 1.481)
H (-5.413, -1.965, 0.104)
H (-6.707, -0.860, -0.177)
H (-6.525, -1.567, 1.396)
H (-4.408, -0.406, 1.866)
H (-4.506, 0.677, -0.967)
H (-3.287, -0.176, -0.235)
H (-3.595, 1.472, 0.342)
H (-5.245, 1.745, 1.593)
C (2.867, -5.067, -1.027)
C (3.505, -3.960, -0.228)
C (4.848, -3.440, -0.748)
O (2.567, -2.861, -0.068)
H (2.384, -4.722, -1.941)
H (1.985, -5.474, -0.533)
H (3.629, -5.812, -1.259)
H (3.806, -4.299, 0.764)
H (5.340, -2.714, -0.100)
H (4.853, -3.038, -1.761)
H (5.603, -4.225, -0.794)
H (2.570, -2.467, -0.944)
C (4.963, 2.215, 0.832)
C (4.334, 0.949, 0.247)
C (4.364, 0.871, -1.267)
O (5.022, -0.204, 0.711)
H (4.600, 3.164, 0.437)
H (6.026, 2.275, 0.594)
H (4.866, 2.194, 1.918)
H (3.305, 0.960, 0.604)
H (5.362, 1.064, -1.663)
H (3.708, 1.638, -1.677)
H (4.035, -0.090, -1.659)
H (5.844, -0.404, 0.257)
C (-4.504, 4.203, 4.226)
C (-3.712, 3.405, 3.225)
C (-3.521, 1.922, 3.630)
O (-4.441, 3.384, 2.007)
H (-4.489, 5.269, 4.001)
H (-4.059, 4.108, 5.216)
H (-5.500, 3.774, 4.340)
H (-2.724, 3.807, 3.000)
H (-4.467, 1.388, 3.724)
H (-3.164, 1.943, 4.659)
H (-2.824, 1.336, 3.031)
H (-4.370, 4.239, 1.577)

As for the HOMO energy (spin up / spin down): -11.428 / -11.427 eV. As for the energy above the lowest of the compared OMol25 structures with the same formula, charge and spin: 162.2 kJ/mol. The calculation puts the total energy at -3321.35828 Ha. The multiplicity is 6. Its net charge is +1.

***

Below is C3H5FeO3 as an isolated structure, with properties calculated with ωB97M-V/def2-TZVPD.

Atoms and positions in Å:
H (2.745, -2.375, 0.443)
O (-0.889, -1.001, 0.011)
C (0.308, -0.809, 0.517)
C (-1.438, 0.243, -0.471)
O (1.311, -1.481, 0.012)
O (0.571, 0.504, 0.673)
C (-0.547, 1.289, 0.201)
H (-2.482, 0.293, -0.149)
H (-1.365, 0.252, -1.563)
H (-1.013, 1.757, 1.074)
H (-0.167, 2.049, -0.487)
Fe (2.966, -0.721, -0.260)

As for the HOMO energy (spin up / spin down): -20.070 / -20.389 eV. As for the energy above the lowest of the compared OMol25 structures with the same formula, charge and spin: 192.7 kJ/mol. The calculation puts the total energy at -1605.80847 Ha. The multiplicity is 6. Its net charge is +2.

***

Please write out number 3 again, unchanged.
Below is C3H5FeO3 as an isolated structure, with properties calculated with ωB97M-V/def2-TZVPD.

Atoms and positions in Å:
H (2.745, -2.375, 0.443)
O (-0.889, -1.001, 0.011)
C (0.308, -0.809, 0.517)
C (-1.438, 0.243, -0.471)
O (1.311, -1.481, 0.012)
O (0.571, 0.504, 0.673)
C (-0.547, 1.289, 0.201)
H (-2.482, 0.293, -0.149)
H (-1.365, 0.252, -1.563)
H (-1.013, 1.757, 1.074)
H (-0.167, 2.049, -0.487)
Fe (2.966, -0.721, -0.260)

As for the HOMO energy (spin up / spin down): -20.070 / -20.389 eV. As for the energy above the lowest of the compared OMol25 structures with the same formula, charge and spin: 192.7 kJ/mol. The calculation puts the total energy at -1605.80847 Ha. The multiplicity is 6. Its net charge is +2.

***

Among the records above, which one has the highest energy above the lowest of the compared OMol25 structures with the same formula, charge and spin?
C3H5FeO3

***

Which formula does entry 1 have?
C9H11NO2S

***

Repeat the third record exactly.
Below is C3H5FeO3 as an isolated structure, with properties calculated with ωB97M-V/def2-TZVPD.

Atoms and positions in Å:
H (2.745, -2.375, 0.443)
O (-0.889, -1.001, 0.011)
C (0.308, -0.809, 0.517)
C (-1.438, 0.243, -0.471)
O (1.311, -1.481, 0.012)
O (0.571, 0.504, 0.673)
C (-0.547, 1.289, 0.201)
H (-2.482, 0.293, -0.149)
H (-1.365, 0.252, -1.563)
H (-1.013, 1.757, 1.074)
H (-0.167, 2.049, -0.487)
Fe (2.966, -0.721, -0.260)

As for the HOMO energy (spin up / spin down): -20.070 / -20.389 eV. As for the energy above the lowest of the compared OMol25 structures with the same formula, charge and spin: 192.7 kJ/mol. The calculation puts the total energy at -1605.80847 Ha. The multiplicity is 6. Its net charge is +2.